(1)
Below is a structure of composition C15H40BaNO12P2 at a distorted geometry, with properties calculated with wB97M-V/def2-TZVPD.

Properties
Total charge ... -1
E ... -61541.5201 eV
HOMO energy ... -2.69 eV
Multiplicity ... 1
Energy relative to the best compared isomer or geometry (same formula, charge and spin) ... 0.0 kJ/mol
HOMO-LUMO gap ... 4.836 eV

Each line ends with the Löwdin charge.
Positions of all 71 atoms, in Å:
1 Ba -2.0307 0.7088 0.3567  1.856
2 O -4.3705 1.6339 1.2294  -0.644
3 H -4.3231 1.2218 2.0997  -0.182
4 O -2.9898 1.9606 -1.6504  -0.692
5 H -2.6518 1.6564 -2.5024  -0.179
6 O -1.5827 3.1305 1.2561  -0.659
7 H -0.6470 3.3332 1.1448  -0.192
8 C -4.9805 -1.4604 0.8426  -0.335
9 O -3.9436 -1.3461 0.2304  -0.123
10 N -5.9191 -2.3991 0.6020  -0.198
11 C -7.0907 -2.5376 1.4387  -0.063
12 C -5.8767 -3.2319 -0.5696  -0.053
13 H -5.1745 -0.8468 1.7284  0.119
14 H -7.9715 -2.2864 0.8359  0.087
15 H -7.0765 -1.8409 2.2725  0.088
16 H -7.2148 -3.5697 1.7696  0.080
17 H -6.6924 -2.9601 -1.2508  0.091
18 H -4.9210 -3.1057 -1.0705  0.086
19 H -6.0425 -4.2759 -0.2830  0.082
20 C 3.2556 -2.9920 -2.2175  -0.078
21 C 1.9656 -2.2232 -2.0281  -0.265
22 O 2.1762 -0.9240 -2.6331  -0.185
23 P 0.9813 0.1276 -2.4036  0.403
24 O -0.0385 -0.2380 -1.4150  -0.334
25 O 1.7978 1.4473 -2.0977  -0.195
26 C 1.1095 2.7249 -2.1395  -0.220
27 C 2.0982 3.8757 -2.0159  -0.052
28 O 0.3322 0.3343 -3.8552  -0.178
29 C 1.1716 0.6921 -4.9838  -0.244
30 C 0.4239 1.7356 -5.7795  -0.080
31 H 3.2804 -3.9493 -1.6905  0.077
32 H 3.4280 -3.2965 -3.2526  0.074
33 H 4.0660 -2.3548 -1.8631  0.075
34 H 1.1308 -2.7429 -2.5021  0.125
35 H 1.7759 -2.1012 -0.9612  0.105
36 H 0.5543 2.7587 -3.0756  0.102
37 H 0.3994 2.7465 -1.3066  0.121
38 H 2.3539 4.0389 -0.9709  0.072
39 H 3.0054 3.5314 -2.5242  0.075
40 H 1.7026 4.7678 -2.4884  0.078
41 H 2.1369 1.0249 -4.6072  0.113
42 H 1.2433 -0.2061 -5.5970  0.117
43 H 0.3220 2.7248 -5.3248  0.070
44 H 0.8837 1.9549 -6.7508  0.075
45 H -0.6095 1.5030 -6.0453  0.086
46 C 2.2286 3.3545 3.7785  -0.068
47 C 1.2914 2.1619 3.5719  -0.237
48 O 2.1393 1.0162 3.3037  -0.179
49 P 1.4527 -0.1900 2.5212  0.424
50 O 0.2061 0.2290 1.8340  -0.390
51 O 2.6000 -0.7179 1.5511  -0.172
52 C 3.3478 0.2422 0.7775  -0.262
53 C 4.7311 0.3666 1.3553  -0.067
54 O 1.2502 -1.3223 3.6253  -0.162
55 C 0.7809 -2.5966 3.1682  -0.264
56 C -0.1618 -3.1710 4.2253  -0.062
57 H 2.9336 3.4549 2.9503  0.068
58 H 1.6455 4.2746 3.7893  0.081
59 H 2.8196 3.2240 4.6846  0.068
60 H 0.7038 2.0012 4.4757  0.124
61 H 0.5779 2.3806 2.7752  0.086
62 H 3.3696 -0.1913 -0.2288  0.103
63 H 2.8725 1.2083 0.5892  0.123
64 H 5.3274 1.0860 0.7887  0.082
65 H 4.6697 0.7947 2.3591  0.073
66 H 5.2041 -0.6099 1.4366  0.078
67 H 0.3113 -2.5588 2.1842  0.114
68 H 1.6180 -3.2873 3.0307  0.114
69 H -1.1486 -3.3569 3.7922  0.074
70 H 0.1563 -4.0956 4.7028  0.067
71 H -0.3740 -2.4418 5.0072  0.080

(2)
Below is a cluster of 8 separate species, C15H40F4N8O16S4 in total at a distorted geometry, with properties calculated with wB97M-V/def2-TZVPD.

Properties
Total charge ... +2
E ... -115070.0132 eV
HOMO energy ... -14.99 eV
Multiplicity ... 1
HOMO-LUMO gap ... 9.144 eV

Each line ends with the Löwdin charge.
Positions of all 87 atoms, in Å:
1 C 2.2672 -3.3823 -2.7000  0.007
2 C 1.5148 -2.8182 -3.8304  -0.307
3 O 1.3431 -3.2728 -4.9922  0.152
4 N 0.5352 -1.8263 -3.2334  0.046
5 H 1.0122 -1.4388 -2.4319  0.080
6 H 0.2485 -1.0155 -3.7630  0.064
7 C -0.7741 -2.4693 -2.8657  0.036
8 H 3.0106 -4.1174 -3.0081  0.108
9 H 1.6821 -4.0776 -2.0981  0.112
10 H 2.9060 -2.6433 -2.2165  0.102
11 H -1.3622 -1.5718 -2.6737  0.071
12 H -0.6105 -3.2077 -2.0809  0.108
13 H -1.1082 -2.8298 -3.8386  0.113
14 C -1.9958 -3.2027 1.6789  0.050
15 C -2.8489 -2.3171 2.6793  -0.295
16 O -2.8257 -2.3308 3.9154  0.149
17 N -3.8663 -1.3704 2.0550  0.091
18 H -4.3225 -1.8828 1.3138  0.169
19 H -4.6169 -1.0984 2.6736  0.176
20 C -3.2277 -0.0095 1.7396  0.056
21 H -2.3539 -3.1186 0.6528  0.075
22 H -1.8107 -4.2345 1.9780  0.109
23 H -1.0354 -2.6928 1.6046  0.066
24 H -3.9847 0.5890 1.2327  0.109
25 H -2.2250 -0.0507 1.3144  0.088
26 H -3.1749 0.3839 2.7547  0.098
27 C 3.6880 1.7522 0.3373  0.042
28 C 2.6364 2.8234 0.1766  -0.380
29 O 2.7216 3.7273 -0.6234  0.161
30 N 1.5557 2.9211 1.1993  0.126
31 H 1.3818 1.9731 1.5014  0.077
32 H 1.8283 3.5744 1.9197  0.174
33 C 0.2604 3.4901 0.5126  0.059
34 H 3.4938 0.8998 0.9882  0.064
35 H 4.5520 2.2960 0.7193  0.112
36 H 3.9164 1.2935 -0.6248  0.103
37 H -0.1104 2.9618 -0.3657  0.072
38 H 0.4620 4.5223 0.2259  0.107
39 H -0.4780 3.4666 1.3141  0.089
40 C 2.6976 -1.9494 2.6725  0.035
41 C 1.5990 -1.9077 3.6985  -0.308
42 O 0.5430 -2.5314 3.6535  0.130
43 N 1.8985 -1.2067 5.0405  0.075
44 H 2.5668 -0.4655 4.8851  0.145
45 H 1.2358 -0.4859 5.2885  0.068
46 C 2.2361 -2.1342 6.1642  0.037
47 H 2.8507 -0.9644 2.2315  0.071
48 H 2.2835 -2.5025 1.8294  0.087
49 H 3.6317 -2.3947 3.0146  0.111
50 H 3.0715 -2.7720 5.8754  0.108
51 H 1.3944 -2.7963 6.3669  0.108
52 H 2.4077 -1.6111 7.1050  0.116
53 C -3.4807 1.4692 -6.0395  0.030
54 C -3.1389 2.0567 -4.6847  -0.365
55 O -3.2118 3.2250 -4.4258  0.194
56 N -2.6225 1.0295 -3.6916  0.098
57 H -3.1181 0.1781 -3.9142  0.156
58 H -1.6650 0.7786 -3.8925  0.059
59 C -2.8121 1.3616 -2.1816  0.048
60 H -4.0745 2.1527 -6.6464  0.111
61 H -4.2901 0.7474 -5.9299  0.095
62 H -2.6501 1.0283 -6.5907  0.079
63 H -3.7374 1.9330 -2.1082  0.102
64 H -1.9475 1.9609 -1.8960  0.078
65 H -2.9217 0.4481 -1.5971  0.074
66 N -0.0205 0.5971 -4.4166  -0.344
67 S 0.3635 0.8431 -5.8295  0.488
68 O 1.5972 0.1784 -6.3265  -0.251
69 O -0.2092 2.0203 -6.4706  -0.240
70 F -0.6854 -0.2955 -6.3615  -0.225
71 S 1.0416 1.7445 -3.6519  0.669
72 O 0.3156 2.7556 -2.8597  -0.280
73 O 2.3086 2.0924 -4.2983  -0.208
74 F 1.4612 0.7705 -2.4693  -0.185
75 N 0.6001 1.1043 5.7134  -0.281
76 S -0.6276 1.5901 4.6507  0.596
77 O -0.2593 1.5864 3.2034  -0.335
78 O -1.5338 2.6407 5.0315  -0.220
79 F -1.4546 0.2615 4.7767  -0.175
80 S 1.5074 2.2500 5.3889  0.453
81 O 1.0716 3.5559 5.8802  -0.238
82 O 2.2450 2.1574 4.1392  -0.311
83 F 2.6265 1.9190 6.5460  -0.196
84 N 0.6506 -0.5096 -0.0133  -0.625
85 O -0.4334 -0.4079 -0.5426  -0.029
86 O 0.9310 0.1721 0.9245  -0.011
87 O 1.4738 -1.3689 -0.3830  -0.034

(3)
Below is a structure of composition C15H40IO5Zn at a distorted geometry, with properties calculated with wB97M-V/def2-TZVPD.

Properties
Total charge ... +1
E ... -82957.0955 eV
HOMO energy ... -11.14 eV
Multiplicity ... 1
Energy relative to the best compared isomer or geometry (same formula, charge and spin) ... 0.0 kJ/mol
HOMO-LUMO gap ... 8.378 eV

Each line ends with the Löwdin charge.
Positions of all 62 atoms, in Å:
1 Zn -0.1709 -0.3578 0.0664  0.418
2 I -1.9563 -2.1100 0.9043  0.338
3 C 2.3723 3.1365 -0.1109  -0.032
4 C 1.1987 2.4809 -0.8110  -0.449
5 C 1.2001 2.7611 -2.2991  -0.038
6 O 1.2527 1.0484 -0.6039  -0.101
7 H 3.3261 2.7914 -0.5286  0.095
8 H 2.3951 2.8974 0.9547  0.082
9 H 2.3584 4.2209 -0.2076  0.097
10 H 0.2751 2.8850 -0.3950  0.126
11 H 1.1326 3.8372 -2.4740  0.098
12 H 0.3749 2.2706 -2.8103  0.077
13 H 2.1506 2.4444 -2.7386  0.092
14 H 2.1594 0.7718 -0.7691  0.108
15 C 0.6623 1.3514 3.8684  -0.042
16 C -0.4518 0.7263 3.0366  -0.484
17 C -1.8076 1.0126 3.6331  -0.044
18 O -0.3855 1.1608 1.6623  -0.116
19 H 0.4114 2.3700 4.1812  0.087
20 H 1.6113 1.4268 3.3321  0.075
21 H 0.8364 0.7591 4.7662  0.090
22 H -0.2809 -0.3490 3.0161  0.077
23 H -1.8656 0.6607 4.6620  0.097
24 H -2.6073 0.5193 3.0768  0.066
25 H -2.0096 2.0889 3.6306  0.091
26 H -0.5943 2.0996 1.6282  0.108
27 C 2.7414 -3.4765 1.3020  -0.038
28 C 1.7090 -2.4676 1.7966  -0.456
29 C 2.0529 -1.9077 3.1627  -0.033
30 O 1.6043 -1.4155 0.7915  -0.133
31 H 2.8154 -4.3180 1.9868  0.093
32 H 3.7342 -3.0153 1.2395  0.094
33 H 2.4432 -3.8461 0.3202  0.081
34 H 0.7550 -2.9912 1.7969  0.070
35 H 2.7270 -1.0574 3.1089  0.090
36 H 2.5409 -2.7054 3.7328  0.091
37 H 1.1646 -1.7146 3.7653  0.073
38 H 2.4899 -1.2926 0.4367  0.097
39 C -0.3695 -1.9742 -4.0591  -0.042
40 C -0.4228 -2.2836 -2.5816  -0.478
41 C 0.0352 -3.7035 -2.2864  -0.042
42 O 0.4065 -1.3296 -1.8511  -0.130
43 H -0.7155 -0.9709 -4.3087  0.083
44 H -0.9668 -2.6897 -4.6245  0.095
45 H 0.6564 -2.0889 -4.4290  0.092
46 H -1.4367 -2.1553 -2.2010  0.089
47 H 1.0209 -3.8721 -2.7225  0.090
48 H -0.6681 -4.3810 -2.7772  0.095
49 H 0.0005 -3.9248 -1.2225  0.057
50 H 1.2436 -1.2337 -2.3145  0.106
51 C -2.6484 2.7033 -1.8125  -0.039
52 C -2.7967 1.4717 -0.9331  -0.421
53 C -4.1206 0.7510 -1.1979  -0.032
54 O -1.6742 0.5824 -1.2124  -0.161
55 H -2.6962 2.3931 -2.8607  0.094
56 H -1.6800 3.1880 -1.6788  0.060
57 H -3.4458 3.4250 -1.6417  0.094
58 H -2.7027 1.7413 0.1167  0.127
59 H -3.9951 -0.3189 -1.3631  0.069
60 H -4.7278 1.2172 -1.9693  0.085
61 H -4.7201 0.7949 -0.2816  0.091
62 H -1.9415 -0.0382 -1.8984  0.074

Which formula does entry 2 have?
C15H40F4N8O16S4

Number 3 is which compound?
C15H40IO5Zn

Which of these has the highest E?
C15H40BaNO12P2